No. 1
# C42H96N4O10

A 8-piece molecular cluster, C42H96N4O10 overall in a non-equilibrium geometry (wB97M-V/def2-TZVPD, the Open Molecules 2025 dataset).

Geometry (Å):
C1 -4.717 -5.124 0.320
C2 -5.718 -3.926 0.149
C3 -6.330 -3.976 -1.269
C4 -6.864 -4.108 1.187
C5 -6.440 -3.808 2.619
C6 -5.835 -2.412 2.673
C7 -4.671 -2.189 1.694
C8 -4.471 -0.666 1.638
C9 -3.402 -2.980 2.176
N1 -5.130 -2.567 0.350
O1 -4.101 -2.195 -0.565
H1 -3.671 -4.823 0.166
H2 -4.717 -5.574 1.317
H3 -4.993 -5.933 -0.367
H4 -5.568 -3.989 -2.048
H5 -6.908 -4.902 -1.366
H6 -6.912 -3.067 -1.437
H7 -7.717 -3.487 0.872
H8 -7.175 -5.155 1.089
H9 -7.304 -3.888 3.287
H10 -5.707 -4.541 2.995
H11 -5.496 -2.116 3.671
H12 -6.606 -1.674 2.410
H13 -3.582 -0.343 1.096
H14 -4.358 -0.245 2.646
H15 -5.355 -0.236 1.176
H16 -2.635 -3.117 1.409
H17 -3.725 -3.959 2.506
H18 -2.898 -2.407 2.968
H19 -3.287 -2.669 -0.344
C10 0.276 -2.492 -1.772
C11 0.674 -3.735 -0.955
C12 -0.430 -4.105 0.071
C13 0.789 -4.922 -1.951
C14 1.992 -4.855 -2.884
C15 3.272 -4.879 -2.074
C16 3.263 -3.774 -0.989
C17 4.299 -4.273 0.062
C18 3.746 -2.472 -1.678
N2 1.958 -3.593 -0.288
O2 1.966 -2.484 0.654
H20 1.088 -2.242 -2.458
H21 -0.615 -2.691 -2.378
H22 0.052 -1.643 -1.133
H23 -0.213 -5.081 0.516
H24 -0.449 -3.425 0.931
H25 -1.402 -4.131 -0.431
H26 0.751 -5.880 -1.417
H27 -0.154 -4.908 -2.517
H28 1.948 -5.675 -3.607
H29 1.918 -3.907 -3.421
H30 4.131 -4.682 -2.730
H31 3.411 -5.862 -1.613
H32 3.798 -5.050 0.646
H33 4.542 -3.450 0.748
H34 5.122 -4.708 -0.524
H35 3.213 -2.319 -2.618
H36 4.818 -2.550 -1.878
H37 3.591 -1.631 -1.010
H38 1.968 -2.887 1.530
C19 -1.346 3.243 -6.408
C20 -0.763 3.059 -4.984
C21 0.763 3.176 -5.073
C22 -1.315 4.222 -4.130
C23 -1.051 4.043 -2.624
C24 -1.681 2.714 -2.214
C25 -1.118 1.466 -2.932
C26 0.287 1.109 -2.399
C27 -2.112 0.322 -2.585
N3 -1.197 1.765 -4.391
O3 -0.824 0.645 -5.195
H39 -2.438 3.233 -6.349
H40 -0.953 4.201 -6.774
H41 -0.993 2.481 -7.110
H42 1.008 3.990 -5.763
H43 1.188 3.352 -4.079
H44 1.194 2.263 -5.491
H45 -0.840 5.121 -4.532
H46 -2.400 4.279 -4.270
H47 0.016 4.104 -2.391
H48 -1.492 4.852 -2.034
H49 -2.734 2.761 -2.512
H50 -1.566 2.518 -1.139
H51 0.813 0.476 -3.119
H52 0.139 0.675 -1.406
H53 0.948 1.986 -2.311
H54 -2.266 0.372 -1.503
H55 -1.719 -0.638 -2.917
H56 -3.051 0.489 -3.116
H57 -1.656 0.354 -5.578
C28 3.077 0.649 1.221
C29 4.208 1.581 0.663
C30 5.480 0.824 0.217
C31 3.628 2.322 -0.557
C32 4.362 3.576 -0.983
C33 4.522 4.542 0.188
C34 5.123 3.879 1.449
C35 6.681 3.835 1.281
C36 4.752 4.728 2.677
N4 4.496 2.586 1.689
O4 4.985 1.988 2.891
H58 2.565 0.121 0.414
H59 3.475 -0.042 1.969
H60 2.331 1.275 1.716
H61 5.233 -0.195 -0.063
H62 6.050 1.322 -0.581
H63 6.239 0.750 1.006
H64 3.607 1.603 -1.387
H65 2.586 2.589 -0.347
H66 5.364 3.341 -1.370
H67 3.847 4.102 -1.805
H68 3.552 4.996 0.408
H69 5.182 5.368 -0.083
H70 7.026 4.789 0.872
H71 6.962 3.051 0.563
H72 7.159 3.694 2.254
H73 3.666 4.727 2.757
H74 5.036 5.775 2.538
H75 5.181 4.308 3.585
H76 5.874 1.610 2.815
O5 0.371 -2.597 3.671
C37 1.272 -2.386 4.798
C38 1.922 -1.001 4.769
O6 0.989 -0.025 5.152
H77 -0.128 -3.390 3.885
H78 0.685 -2.387 5.734
H79 2.061 -3.147 4.717
H80 2.340 -0.807 3.773
H81 2.748 -1.014 5.491
H82 0.387 0.100 4.410
O7 -1.714 5.022 1.700
C39 -0.327 4.970 2.062
C40 0.525 4.597 0.876
O8 0.830 5.652 -0.053
H83 -1.901 5.742 1.097
H84 0.004 5.912 2.516
H85 -0.198 4.211 2.837
H86 0.005 3.796 0.328
H87 1.513 4.254 1.199
H88 0.011 6.080 -0.314
C41 -0.748 0.869 1.416
O9 -0.413 0.080 2.549
H89 0.146 1.257 0.921
H90 -1.360 0.304 0.699
H91 -1.369 1.709 1.739
H92 -0.215 -0.836 2.322
C42 -4.011 2.913 3.609
O10 -4.513 2.575 4.906
H93 -2.924 2.887 3.704
H94 -4.352 2.216 2.835
H95 -4.278 3.931 3.302
H96 -5.476 2.569 4.829

Output
E = -2629.06167 hartree
SMILES string = CC1(C)CCCC(C)(C)N1O.CC1(C)CCCC(C)(C)N1O.CC1(C)CCCC(C)(C)N1O.CC1(C)CCCC(C)(C)N1O.OCCO.OCCO.CO.CO
Charge = 0

Results of the Löwdin charge analysis, in e, for atoms 1 through 5:
1. C -0.021
2. C -0.476
3. C -0.041
4. C -0.140
5. C -0.181


No. 2
# C42H96N4O11

A 8-piece molecular cluster, C42H96N4O11 overall in a non-equilibrium geometry (wB97M-V/def2-TZVPD, the Open Molecules 2025 dataset).

Geometry (Å):
C1 -2.970 6.635 -0.156
C2 -2.616 6.787 1.390
C3 -2.010 8.225 1.547
C4 -3.941 6.757 2.160
C5 -3.800 6.652 3.735
C6 -2.792 5.479 4.065
C7 -1.428 5.493 3.276
C8 -0.537 6.535 3.926
C9 -0.931 4.024 3.528
N1 -1.692 5.753 1.837
O1 -0.550 5.647 1.097
H1 -3.385 5.652 -0.381
H2 -3.719 7.289 -0.603
H3 -2.070 6.805 -0.747
H4 -2.805 8.948 1.363
H5 -1.645 8.377 2.563
H6 -1.141 8.312 0.894
H7 -4.367 7.757 2.083
H8 -4.647 6.072 1.692
H9 -3.577 7.638 4.142
H10 -4.722 6.309 4.204
H11 -3.373 4.560 3.985
H12 -2.568 5.591 5.126
H13 0.035 6.988 3.116
H14 0.247 6.139 4.572
H15 -1.041 7.301 4.515
H16 0.038 3.844 3.064
H17 -1.631 3.274 3.160
H18 -0.781 3.799 4.584
H19 -0.571 4.692 0.997
C10 -7.350 -4.443 -7.157
C11 -5.892 -4.065 -6.804
C12 -5.105 -5.354 -6.325
C13 -5.172 -3.720 -8.129
C14 -5.616 -2.310 -8.690
C15 -5.385 -1.221 -7.582
C16 -6.088 -1.579 -6.199
C17 -5.584 -0.558 -5.152
C18 -7.621 -1.393 -6.403
N2 -5.684 -2.957 -5.845
O2 -6.047 -3.230 -4.617
H20 -7.961 -4.611 -6.270
H21 -7.937 -3.784 -7.796
H22 -7.397 -5.423 -7.630
H23 -5.366 -5.819 -5.374
H24 -5.078 -6.167 -7.051
H25 -4.091 -5.045 -6.070
H26 -4.088 -3.825 -8.153
H27 -5.515 -4.495 -8.815
H28 -5.079 -1.970 -9.575
H29 -6.634 -2.287 -9.078
H30 -5.561 -0.201 -7.922
H31 -4.315 -1.144 -7.386
H32 -4.717 -0.854 -4.561
H33 -6.322 -0.471 -4.355
H34 -5.383 0.474 -5.440
H35 -8.232 -1.976 -5.715
H36 -8.011 -1.594 -7.401
H37 -7.922 -0.395 -6.084
H38 -5.254 -3.131 -4.085
C19 11.281 2.799 2.258
C20 10.028 2.567 3.171
C21 10.428 1.939 4.530
C22 9.528 3.980 3.456
C23 8.181 4.133 4.092
C24 7.170 3.380 3.124
C25 7.501 1.916 2.711
C26 7.129 1.124 3.916
C27 6.675 1.522 1.448
N3 8.986 1.844 2.411
O3 9.338 0.680 1.909
H39 11.734 1.816 2.128
H40 10.904 3.062 1.270
H41 11.915 3.529 2.762
H42 10.816 0.972 4.208
H43 11.135 2.535 5.107
H44 9.638 1.705 5.243
H45 10.159 4.494 4.181
H46 9.558 4.529 2.515
H47 8.141 3.571 5.025
H48 7.952 5.199 4.093
H49 6.968 3.905 2.191
H50 6.225 3.545 3.641
H51 7.427 0.078 3.846
H52 6.064 1.294 4.074
H53 7.590 1.512 4.824
H54 5.625 1.538 1.740
H55 6.976 0.516 1.153
H56 6.857 2.134 0.565
H57 9.194 0.081 2.646
C28 2.652 -7.818 3.914
C29 1.873 -6.572 3.787
C30 2.870 -5.476 3.443
C31 0.941 -6.796 2.559
C32 -0.237 -5.767 2.388
C33 -1.021 -5.656 3.766
C34 -0.138 -5.405 4.993
C35 0.235 -3.933 4.948
C36 -0.985 -5.735 6.281
N4 1.042 -6.322 5.002
O4 1.888 -6.124 6.109
H58 3.349 -7.671 4.738
H59 2.101 -8.758 3.950
H60 3.245 -7.920 3.006
H61 3.712 -5.269 4.104
H62 3.281 -5.671 2.453
H63 2.306 -4.543 3.444
H64 1.482 -7.104 1.664
H65 0.421 -7.748 2.676
H66 0.160 -4.837 1.983
H67 -0.889 -6.034 1.557
H68 -1.705 -6.500 3.852
H69 -1.704 -4.852 3.489
H70 1.092 -3.749 5.596
H71 -0.580 -3.267 5.233
H72 0.605 -3.501 4.018
H73 -1.825 -5.129 6.620
H74 -0.289 -5.381 7.042
H75 -1.214 -6.781 6.485
H76 1.730 -6.862 6.702
O5 2.119 5.137 -6.417
C37 1.704 3.871 -5.884
C38 0.672 3.197 -6.721
O6 1.278 2.528 -7.879
H77 2.779 5.543 -5.851
H78 2.437 3.079 -5.732
H79 1.284 4.109 -4.906
H80 0.052 4.030 -7.055
H81 0.038 2.493 -6.182
H82 1.654 1.683 -7.622
O7 0.342 -2.881 -4.677
C39 1.249 -3.692 -5.475
C40 2.704 -3.205 -5.340
O8 2.814 -2.098 -6.209
H83 -0.563 -2.928 -4.994
H84 1.084 -4.722 -5.161
H85 0.951 -3.603 -6.519
H86 3.457 -3.981 -5.478
H87 2.799 -3.072 -4.263
H88 3.749 -1.893 -6.280
O9 -5.602 -0.066 1.912
C41 -6.989 -0.128 1.914
C42 -7.433 -0.904 3.199
O10 -6.704 -0.482 4.408
H89 -5.289 0.217 2.774
H90 -7.331 0.906 1.947
H91 -7.289 -0.778 1.092
H92 -7.399 -1.961 2.933
H93 -8.475 -0.644 3.383
H94 -7.258 0.046 4.987
O11 -0.660 0.773 -0.949
H95 -1.527 0.933 -0.576
H96 -0.771 -0.009 -1.489

Output
E = -2704.09709 hartree
SMILES string = CC1(C)CCCC(C)(C)N1O.CC1(C)CCCC(C)(C)N1O.CC1(C)CCCC(C)(C)N1O.CC1(C)CCCC(C)(C)N1O.OCCO.OCCO.OCCO.O
Charge = 0

Results of the Löwdin charge analysis, in e, for atoms 1 through 5:
1. C -0.031
2. C -0.480
3. C -0.029
4. C -0.133
5. C -0.141


no.,HOMO level (eV),HOMO-LUMO gap (eV)
1,-8.21,8.68
2,-7.97,7.98